Molecular formula: C8H8N2
Method: DFT, wB97M-V/def2-TZVPD

Output
E_tot: -11402.3181 eV
lowest unoccupied orbital energy: 0.84 eV
HOMO-LUMO gap: 9.9 eV
maximum force: 3.94 eV/A
M: 132.17 g mol⁻¹
total charge: 0
relative energy (zero: lowest compared OMol25 entry of this formula, charge and spin): 415.38 kJ/mol

Structure (XYZ):
```
18
Properties=species:S:1:pos:R:3:forces:R:3:mulliken_charge:R:1
C 2.7098 0.6629 0.5036 0.299 -0.642 -0.700 -0.77
C 2.8371 -0.1691 -0.6309 0.235 2.038 0.824 -0.23
C 1.4988 0.3982 0.9743 -1.903 -1.179 0.509 -0.07
C -2.1838 0.6669 -0.7318 -2.478 2.160 -1.446 -0.40
C -0.9773 0.2700 -1.0518 2.085 0.367 0.229 -0.44
C -2.8025 -0.1113 0.3552 0.201 0.968 0.205 -0.14
C -0.5184 -0.7179 -0.0553 -1.219 -2.572 -0.376 0.16
C -1.8989 -0.9092 0.9118 3.571 1.099 -0.289 -0.90
N 1.7418 -0.8566 -0.8481 0.607 -0.344 -1.254 -0.96
N 0.9651 -0.5233 0.1483 -3.461 -0.844 1.681 0.73
H 3.2954 1.4333 0.8527 1.669 1.157 0.612 0.44
H 3.5953 0.1420 -1.2864 0.948 -1.125 -1.401 0.38
H 0.9358 0.5899 1.8478 -0.267 0.821 0.665 0.43
H -2.6897 1.5428 -1.2440 0.358 -1.410 0.607 0.32
H -0.2005 0.6513 -1.7563 -1.220 -0.169 0.456 0.39
H -3.8086 0.1219 0.7124 0.296 -0.507 -0.162 0.38
H -0.6551 -1.7221 -0.5352 0.675 0.429 0.116 0.27
H -1.8444 -1.4697 1.8337 -0.396 -0.248 -0.274 0.40
```
Forces are in eV/Å.

=====

Molecular formula: C8H8N2O2
Method: DFT, wB97M-V/def2-TZVPD

Output
E_tot: -15496.7910 eV
lowest unoccupied orbital energy: -0.29 eV
HOMO-LUMO gap: 8.9 eV
maximum force: 7.77 eV/A
M: 164.16 g mol⁻¹
total charge: 0
relative energy (zero: lowest compared OMol25 entry of this formula, charge and spin): 386.36 kJ/mol

Structure (XYZ):
```
20
Properties=species:S:1:pos:R:3:forces:R:3:mulliken_charge:R:1
C 2.7527 -0.7541 -0.0372 -1.071 -0.887 -0.754 0.47
C 1.4434 -0.1048 0.1185 -2.202 -4.291 -1.626 -0.47
C 0.4361 -0.9911 -0.1528 1.014 2.497 -0.789 -0.13
C -0.9581 -0.5450 -0.2549 1.296 2.807 1.056 0.76
C -1.3221 0.8785 -0.3346 0.584 -0.173 -0.643 -0.56
C -2.6460 1.2110 -0.2839 -1.278 -1.525 1.696 -0.42
C -3.6084 0.2235 0.1594 -0.870 1.716 0.077 -0.31
C -3.1066 -1.0253 0.0809 -1.870 -2.886 2.412 -0.10
H 3.7343 2.0224 0.5071 -0.316 0.941 2.149 0.32
H 4.7438 -0.4641 0.3334 -2.927 1.565 -0.406 0.31
H 1.2092 0.8971 0.3020 0.392 1.287 0.467 0.28
H 0.6808 -1.9804 -0.5109 -0.056 -0.214 0.415 0.39
H -0.6401 1.7786 -0.4222 -0.404 -1.708 -0.273 0.14
H -2.9722 2.1969 -0.4080 -0.178 1.491 -0.051 0.46
H -4.7082 0.3845 0.6985 3.097 -0.113 -2.154 0.23
H -3.8089 -1.8107 0.4471 0.633 0.266 -0.624 0.31
N 3.7379 0.0120 0.3440 6.868 3.548 0.830 -0.13
N -1.8356 -1.4569 -0.0339 -1.654 -0.372 -0.894 -0.49
O 3.8525 1.4367 -0.2009 -0.215 -4.119 -1.258 -0.43
O 3.0155 -1.9090 -0.3516 -0.840 0.171 0.372 -0.64
```
Forces are in eV/Å.

=====

Molecular formula: C8H8N2O4
Method: DFT, wB97M-V/def2-TZVPD

Output
E_tot: -19586.3919 eV
lowest unoccupied orbital energy (alpha / beta): -0.16 / -0.16 eV
HOMO-LUMO gap (alpha / beta): 7.5 / 7.5 eV
maximum force: 8.22 eV/A
M: 196.16 g mol⁻¹
total charge: 0
relative energy (zero: lowest compared OMol25 entry of this formula, charge and spin): 860.53 kJ/mol

Structure (XYZ):
```
22
Properties=species:S:1:pos:R:3:forces:R:3:mulliken_charge:R:1
C 2.3193 2.2717 -0.2331 -1.299 1.519 -0.140 -0.61
C 3.0717 1.1543 -0.0104 0.505 -3.227 -0.392 -0.33
C 0.9478 2.1754 -0.3272 -1.990 -1.719 0.244 -0.52
C 1.0872 -0.2803 0.0693 1.050 0.613 -0.630 -0.23
C 2.5006 -0.1410 0.0880 -1.806 2.003 0.779 -0.01
C 0.3244 0.8543 -0.2583 3.408 1.919 0.408 0.46
C -3.0480 -0.6451 0.0085 7.454 1.927 -2.885 0.61
C -3.8066 -1.9092 -0.0701 -2.610 1.419 -0.600 -0.97
N -1.4164 -0.4153 -0.8430 -5.952 -2.592 2.063 -0.59
N 3.4623 -1.2503 0.3913 -0.358 1.008 -0.668 0.96
O 4.5825 -0.8522 0.6871 -0.298 -1.342 0.127 -0.60
O 3.1021 -2.4049 0.2527 0.244 0.634 0.349 -0.57
O -3.3028 0.4964 0.5874 -1.938 -0.493 0.720 -0.40
O -0.9448 0.8488 -0.5960 -2.466 0.087 0.291 -0.15
H 2.6323 3.3098 -0.3715 0.879 -0.590 0.253 0.31
H 4.1203 0.9557 -0.0016 0.813 1.513 0.051 0.51
H 0.2437 3.0564 -0.4147 1.129 -1.113 -0.158 0.32
H 0.5665 -1.1936 0.2102 -0.081 -0.768 -0.038 0.56
H -3.9589 -2.2878 0.9269 0.142 -0.242 0.564 0.32
H -3.3870 -2.6882 -0.7010 0.276 0.411 -0.063 0.28
H -4.9010 -1.6521 -0.4222 1.892 -0.550 0.364 0.30
H -4.1952 0.5972 1.0276 1.006 -0.417 -0.641 0.35
```
Forces are in eV/Å.

=====

Molecular formula: C8H8N2S2
Method: DFT, wB97M-V/def2-TZVPD

Output
E_tot: -33075.6580 eV
lowest unoccupied orbital energy: 0.34 eV
HOMO-LUMO gap: 8.6 eV
maximum force: 3.06 eV/A
M: 196.30 g mol⁻¹
total charge: 0
relative energy (zero: lowest compared OMol25 entry of this formula, charge and spin): 93.76 kJ/mol

Structure (XYZ):
```
20
Properties=species:S:1:pos:R:3:forces:R:3:mulliken_charge:R:1
N 1.8121 2.8741 0.6421 0.158 -1.403 -0.550 -0.61
N 2.2523 1.0179 -0.8377 1.183 0.022 -0.918 -0.48
S -0.2832 2.5928 2.4982 0.720 -0.956 -0.887 -0.19
S 0.7884 -1.1075 -1.2015 -0.336 -1.954 -1.769 -0.14
C -0.3465 0.1143 1.6508 -1.298 -0.192 -1.001 -1.07
C -0.9679 0.9595 2.5467 2.067 -1.718 -0.810 0.61
C 2.5108 2.1882 -0.3233 -1.670 1.350 1.882 -0.20
C 0.8694 2.1029 1.1906 -0.368 -0.453 -0.458 0.22
C 1.2886 0.2793 -0.3529 -0.046 1.249 -0.068 0.59
C 0.6057 0.7696 0.7447 -1.322 -0.004 2.755 0.62
C 1.7083 -1.0831 -2.8675 -0.121 -0.510 2.775 -0.92
C -1.8258 0.4180 3.6383 -1.536 1.025 2.103 -1.02
H -0.6880 -0.9698 1.4958 0.691 1.746 0.470 0.22
H 3.3302 2.7112 -0.7035 1.206 0.754 -0.649 0.48
H 1.1767 -0.6912 -3.6607 -1.576 0.760 -1.308 0.32
H 2.1388 -2.0216 -3.1116 -0.231 -1.232 0.106 0.36
H 2.5365 -0.4877 -2.6860 1.532 1.494 0.355 0.33
H -1.8519 1.1580 4.5254 0.162 -1.215 -1.229 0.31
H -1.5771 -0.6005 4.0611 0.205 1.205 -0.795 0.30
H -2.8940 0.3591 3.3346 0.579 0.030 -0.005 0.28
```
Forces are in eV/Å.

=====

Molecular formula: C8H8N3S2
Method: DFT, wB97M-V/def2-TZVPD

Output
E_tot: -34554.4624 eV
lowest unoccupied orbital energy (alpha / beta): -5.34 / -7.12 eV
HOMO-LUMO gap (alpha / beta): 6.9 / 4.8 eV
maximum force: 5.08 eV/A
M: 210.31 g mol⁻¹
total charge: +1
relative energy (zero: lowest compared OMol25 entry of this formula, charge and spin): 329.32 kJ/mol

Structure (XYZ):
```
21
Properties=species:S:1:pos:R:3:forces:R:3:mulliken_charge:R:1
C -4.0067 -0.5277 -1.7151 1.140 -0.275 -1.959 -0.15
C -3.4165 0.3399 -2.6469 -1.524 1.459 -1.300 -0.38
C -3.2374 -0.8419 -0.6199 0.059 -0.906 2.737 -0.40
C -2.1898 0.9691 -2.5119 -2.141 -3.663 2.791 -0.02
C -1.9881 -0.2538 -0.4183 -0.170 0.010 -1.350 0.02
C 4.6110 -1.5590 1.1369 -0.428 -1.467 -0.834 0.40
C 3.2614 -0.4847 -0.0880 -1.338 2.090 -1.662 0.37
C 4.8232 -2.6791 2.1181 0.367 0.329 0.734 -0.80
N 3.2978 -1.1840 0.9194 -0.941 -0.467 0.952 -0.42
N 5.4344 -1.1116 0.2633 2.701 0.571 -0.222 -0.41
N -1.4521 0.6170 -1.4034 -1.529 -0.864 0.918 -0.05
S 4.7470 -0.0498 -0.8369 -0.419 -1.359 1.180 0.08
S 0.0245 1.3218 -1.1556 1.254 0.370 0.283 0.11
H -4.8453 -1.1155 -2.1141 -0.053 0.498 0.997 0.40
H -4.0375 0.6383 -3.5404 0.955 -0.551 0.919 0.29
H -3.6099 -1.5529 0.2087 0.709 1.148 -1.596 0.30
H -1.8066 1.4471 -3.3223 1.600 1.878 -1.591 0.46
H -1.3579 -0.5902 0.4288 -0.185 0.846 -0.781 0.41
H 3.8168 -2.7184 2.6237 1.490 -0.106 0.243 0.28
H 4.9594 -3.6842 1.6374 0.101 1.119 0.155 0.26
H 5.7416 -2.4265 2.7611 -1.647 -0.660 -0.615 0.26
```
Forces are in eV/Å.

=====

Molecular formula: C8H8N4
Method: DFT, wB97M-V/def2-TZVPD

Output
E_tot: -14384.7744 eV
lowest unoccupied orbital energy: 0.66 eV
HOMO-LUMO gap: 10.3 eV
maximum force: 4.36 eV/A
M: 160.18 g mol⁻¹
total charge: 0
relative energy (zero: lowest compared OMol25 entry of this formula, charge and spin): 160.49 kJ/mol

Structure (XYZ):
```
20
Properties=species:S:1:pos:R:3:forces:R:3:mulliken_charge:R:1
N 2.5674 -0.7779 1.1461 0.486 0.291 0.017 -0.56
N 1.2806 -2.2842 -0.1044 0.632 -3.943 -1.741 -0.50
C 1.4743 -1.1633 0.4565 0.446 2.980 1.956 0.16
C 3.6215 -1.6073 1.1320 -1.432 2.132 1.800 0.02
C 2.3424 -3.1438 -0.1149 -0.532 1.049 -0.296 -0.09
C 3.5443 -2.7548 0.4584 0.567 -3.561 -1.024 -0.30
H 0.6254 -0.4670 0.4634 0.398 -0.080 -0.046 0.25
H 4.4382 -1.4605 1.8510 -0.172 0.558 -0.608 0.34
H 2.2102 -4.1127 -0.6143 0.002 0.465 0.334 0.38
H 4.3938 -3.4445 0.5498 -0.441 0.126 -0.425 0.31
N -1.6404 1.0820 -0.3475 0.589 0.709 0.901 -0.39
N -2.7232 2.8770 0.8356 0.133 -1.234 -0.488 -0.54
C -1.8117 1.8968 0.7241 -0.614 -0.962 -0.796 0.07
C -2.2696 1.3570 -1.4937 -0.052 0.803 1.288 -0.08
C -3.5095 3.0026 -0.2406 0.824 0.699 -1.286 -0.04
C -3.2162 2.4041 -1.5054 -0.568 -0.950 0.681 -0.50
H -1.2349 1.6076 1.6125 -0.129 0.477 -0.385 0.35
H -1.9471 0.6834 -2.2986 -0.644 0.630 -0.076 0.41
H -4.3174 3.7343 -0.1082 0.228 -0.382 -0.369 0.36
H -3.8280 2.5710 -2.4018 0.278 0.194 0.563 0.34
```
Forces are in eV/Å.